The following is a quantum chemistry calculation of a cluster of 2 separate species, C2H8N2O in total in a non-equilibrium geometry, from the Open Molecules 2025 dataset.

Last columns: bonded neighbours and bond lengths (Å).
CARTESIAN COORDINATES (ANGSTROEM)
1 C 0.2641 0.9670 -0.0882  N3 1.470, H6 1.055, H7 1.012, H8 1.040
2 C 2.3810 -0.1934 0.0621  N3 1.296, H9 1.147, H10 1.022
3 N 1.0881 -0.2478 -0.0131  C1 1.470, C2 1.296, O5 1.233
4 N -2.4261 -0.4677 0.1849  H11 1.017, H12 1.037, H13 1.002
5 O 0.4123 -1.2725 -0.1270  N3 1.233
6 H 0.2982 1.5461 -0.9689  C1 1.055
7 H -0.7224 0.7439 -0.0505  C1 1.012
8 H 0.6209 1.6374 0.6222  C1 1.040
9 H 3.0353 -1.1256 -0.0732  C2 1.147
10 H 2.7822 0.7468 0.0403  C2 1.022
11 H -1.8501 -1.2931 0.0396  N4 1.017
12 H -2.9643 -0.6240 1.0573  N4 1.037
13 H -2.9193 -0.4170 -0.6854  N4 1.002

The lowest unoccupied orbital energy (spin up / spin down) comes out at 1.11 / -1.24 eV. The largest force on an atom comes out at 8.03 eV/A. The value obtained for the HOMO energy (spin up / spin down) is -5.89 / -9.83 eV. The multiplicity is 3. As for the HOMO-LUMO gap (spin up / spin down): 7.0 / 8.6 eV. The calculation puts the energy above the lowest of the compared OMol25 structures with the same formula, charge and spin at 0.00 kJ/mol. The total energy comes out at -265.5328 a.u.